Molecular formula: C42H96AsF6N5O5
Method: DFT, wB97M-V/def2-TZVPD

**Relative energy (zero: lowest compared OMol25 entry of this formula, charge and spin)**: 0.0 kcal per mole
**LUMO energy**: -11.4 eV
**HOMO level**: -17.732 eV
**Net charge**: +4
**Orbital gap**: 6.290 eV
**Total energy**: -139900.214 eV

Each line ends with the Löwdin charge.
Geometry (Å):
As  1.5887  -0.0717  -0.5875  0.8770
F  0.5017  0.7337  0.6562  -0.3252
F  0.3007  0.4146  -1.7252  -0.3016
F  2.4032  -0.9825  -1.8359  -0.2343
F  2.6950  -0.4432  0.7342  -0.2515
F  0.6855  -1.5750  -0.3006  -0.2862
F  2.4471  1.4677  -0.8667  -0.2712
C  0.7620  2.6594  3.9433  -0.0124
C  1.9909  1.7394  4.0596  -0.4254
C  2.9922  2.2011  3.0059  -0.1261
C  4.4552  1.6820  3.2170  -0.1351
C  5.0160  2.1583  4.6019  -0.0881
C  4.1175  1.5426  5.7442  -0.3785
N  2.6844  1.9674  5.4282  0.1306
O  1.9653  2.5957  6.3963  0.1842
C  4.6004  2.2042  7.0420  -0.0438
C  4.3125  -0.0561  5.9388  0.0334
C  1.6634  0.2718  3.8958  -0.0221
H  -0.0829  2.3160  4.5403  0.0960
H  0.3630  2.6185  2.9298  0.0924
H  1.0005  3.7023  4.1519  0.1013
H  3.0331  3.2903  3.0002  0.1235
H  2.6683  2.0666  1.9739  0.1130
H  5.1455  1.9676  2.4233  0.1229
H  4.3868  0.6018  3.0884  0.0989
H  5.0219  3.2454  4.6812  0.1266
H  6.0769  1.9101  4.5715  0.1371
H  5.6638  2.1377  7.2715  0.1130
H  4.0251  1.9202  7.9232  0.0947
H  4.5337  3.2919  7.0193  0.0946
H  3.7988  -0.3680  6.8482  0.0941
H  5.3419  -0.3784  6.0952  0.1048
H  4.0460  -0.5139  4.9862  0.0516
H  2.3915  -0.5327  3.7928  0.0713
H  1.0009  0.1339  3.0413  0.0859
H  1.0679  -0.1124  4.7240  0.0959
C  -2.5027  -2.2118  -0.9091  0.0025
C  -3.0155  -3.0983  -2.0190  -0.3997
C  -3.4798  -2.2465  -3.2093  -0.1058
C  -2.2843  -1.8444  -4.0505  -0.2071
C  -1.4679  -2.9397  -4.5919  -0.1219
C  -0.9039  -3.9525  -3.5008  -0.3422
N  -1.9700  -4.1285  -2.4386  0.1505
O  -1.4868  -5.0081  -1.4963  0.1210
C  0.3687  -3.3017  -2.7642  0.0195
C  -0.4173  -5.3435  -4.0477  0.0157
C  -4.2485  -3.9327  -1.4672  0.0153
H  -1.7873  -1.4336  -1.1751  0.0746
H  -2.1180  -2.7168  -0.0231  0.0862
H  -3.3320  -1.6131  -0.5325  0.0892
H  -4.1181  -1.3980  -2.9631  0.1037
H  -4.1431  -2.8541  -3.8249  0.1360
H  -1.5681  -1.3087  -3.4275  0.0942
H  -2.5445  -1.0812  -4.7840  0.1321
H  -0.7473  -2.5909  -5.3316  0.1418
H  -2.0718  -3.4875  -5.3153  0.1264
H  1.1167  -3.1733  -3.5466  0.1071
H  0.7096  -3.9032  -1.9216  0.0966
H  0.2285  -2.2721  -2.4351  0.0421
H  0.5922  -5.4974  -4.4290  0.1092
H  -1.1184  -5.6206  -4.8350  0.0914
H  -0.6111  -6.0923  -3.2797  0.0808
H  -4.2058  -4.5648  -0.5802  0.0949
H  -4.4917  -4.6100  -2.2859  0.0956
H  -5.1036  -3.2835  -1.2789  0.0832
C  -4.4769  3.6179  -4.0079  -0.0597
C  -4.5803  3.3074  -2.5349  -0.0885
N  -3.2498  2.6006  -2.0264  -0.2168
C  -2.7279  1.4986  -2.9470  0.0007
C  -2.0611  3.6422  -2.0788  -0.1241
C  -2.0796  4.8304  -1.0278  -0.0322
C  -3.3479  2.1298  -0.5497  -0.0337
C  -4.6449  1.2554  -0.2890  -0.1478
O  -4.9687  0.3507  -1.3565  -0.2681
C  -6.1622  -0.4207  -1.2710  -0.0719
H  -5.2923  4.2772  -4.3054  0.1049
H  -4.5060  2.6986  -4.5927  0.0859
H  -3.5810  4.0877  -4.4139  0.0754
H  -5.3958  2.6020  -2.3753  0.1244
H  -4.5545  4.1811  -1.8837  0.1309
H  -1.8695  1.0553  -2.4423  0.0715
H  -2.2771  1.9566  -3.8274  0.1069
H  -3.5170  0.7577  -3.0747  0.0897
H  -2.0283  4.0045  -3.1063  0.0932
H  -1.1755  3.0175  -1.9618  0.1069
H  -1.0588  4.8718  -0.6481  0.0728
H  -2.8073  4.7778  -0.2180  0.0704
H  -2.1692  5.8283  -1.4569  0.0801
H  -3.4183  2.9575  0.1560  0.1198
H  -2.4647  1.5078  -0.4043  0.1255
H  -5.5082  1.8966  -0.1109  0.1299
H  -4.3389  0.6314  0.5507  0.1273
H  -6.1159  -1.1516  -0.4638  0.0893
H  -6.4335  -0.8800  -2.2216  0.1007
H  -6.9889  0.2407  -1.0119  0.0976
C  1.9567  -6.8571  6.7955  -0.0298
C  0.4723  -6.5245  6.3753  -0.1329
N  0.2802  -5.9566  4.9138  -0.1827
C  0.8573  -7.0074  3.8897  0.0377
C  -1.2714  -5.7861  4.7674  -0.1636
C  -2.0106  -5.0202  5.8534  -0.0602
C  1.0599  -4.5891  4.8294  -0.0794
C  0.7408  -3.9028  3.5806  -0.2375
O  0.9087  -4.6366  2.3928  -0.1173
C  -0.1308  -4.2716  1.5307  -0.1232
H  1.8840  -7.7092  7.4713  0.0926
H  2.4290  -6.0145  7.3007  0.0819
H  2.5849  -7.1431  5.9519  0.0743
H  0.0726  -5.7135  6.9840  0.1013
H  -0.2512  -7.3327  6.4822  0.1310
H  0.7911  -8.0239  4.2776  0.1132
H  1.8794  -6.7884  3.5807  0.1029
H  0.4275  -6.9262  2.8913  0.0938
H  -1.6951  -6.7893  4.7207  0.1341
H  -1.6293  -5.4453  3.7959  0.1053
H  -3.0962  -4.9692  5.7698  0.1003
H  -1.6863  -3.9967  6.0413  0.0872
H  -1.8907  -5.7008  6.6963  0.0745
H  2.1044  -4.8658  4.9731  0.1333
H  0.8803  -4.1176  5.7956  0.1401
H  1.3929  -3.0320  3.6476  0.1339
H  -0.2401  -3.4887  3.8141  0.1296
H  -1.1608  -4.5047  1.8007  0.0804
H  -0.0169  -4.8428  0.6093  0.0860
H  -0.2292  -3.2123  1.2937  0.0729
C  2.4266  3.6129  -7.3186  -0.0547
C  2.9141  4.5129  -6.1561  -0.1036
N  2.0348  4.4586  -4.8389  -0.2311
C  0.6039  5.0099  -5.1495  0.0583
C  2.0591  3.0619  -4.2523  -0.1581
C  3.4435  2.5905  -3.7582  -0.0377
C  2.5790  5.5397  -3.8611  -0.0585
C  1.7828  5.6719  -2.5115  -0.1943
O  0.5089  6.2749  -2.5061  -0.2328
C  0.6360  7.6617  -2.6289  -0.0780
H  2.9619  3.5292  -8.2645  0.1001
H  1.4019  3.8126  -7.6320  0.0694
H  2.3263  2.5509  -7.0949  0.0721
H  2.8946  5.5668  -6.4337  0.1285
H  3.9233  4.1780  -5.9161  0.1202
H  0.6803  6.0599  -5.4319  0.1176
H  0.1147  4.9265  -4.1790  0.0760
H  0.1974  4.4483  -5.9906  0.0965
H  1.7463  2.3436  -5.0101  0.1197
H  1.3053  3.0469  -3.4652  0.1070
H  3.3542  1.5865  -3.3432  0.0772
H  3.8745  3.2574  -3.0114  0.0802
H  4.1261  2.4844  -4.6014  0.0838
H  2.7470  6.4431  -4.4474  0.1339
H  3.5980  5.2347  -3.6230  0.1240
H  2.4883  6.1135  -1.8076  0.1372
H  1.6036  4.7492  -1.9594  0.1251
H  -0.2209  8.0496  -3.1797  0.1096
H  1.6407  7.9788  -2.9086  0.0955
H  0.6918  7.9853  -1.5895  0.1018